1.
C24H25CaI3N6OS2 | ωB97M-V/def2-TZVPD

Geometry as ORCA input:
```
! RIJCOSX wB97M-V def2-TZVPD def2/J DEFGRID3
* xyz 2 1
Ca -0.32817 1.13271 -0.35795
I -2.43109 -1.50093 3.53259
C -0.46000 -1.50468 2.88174
C 0.52283 -2.19161 3.62256
C 1.82332 -2.22643 3.20751
I 3.19920 -3.32108 4.32245
C 2.20642 -1.53639 2.03022
C 3.53413 -1.46171 1.54102
C 3.81659 -0.77041 0.39814
C 2.76561 -0.14705 -0.28943
N 1.51808 -0.17391 0.12928
C 1.21302 -0.84988 1.29056
C -0.17679 -0.83348 1.70489
O -1.07662 -0.22035 0.97587
H 0.23708 -2.69913 4.53460
H 4.32514 -1.95960 2.08942
H 4.82907 -0.69447 0.02515
H 2.95218 0.38338 -1.21759
S 0.27019 3.34701 3.84563
C 1.70371 3.56726 2.94945
C 1.53951 3.07769 1.69849
N 0.29336 2.53200 1.44000
C -0.46468 2.61387 2.50913
H 2.57721 4.03320 3.37747
H 2.29659 3.08944 0.92691
H -1.47770 2.23146 2.55352
N 0.14393 -4.96372 -0.39067
C -0.77002 -4.08563 0.43882
C -1.52961 -3.16430 -0.49938
N -0.65120 -2.37680 -1.35563
C 0.28247 -3.19282 -2.11275
C 1.09325 -4.13673 -1.22932
H -0.42833 -5.54071 -1.01094
H 0.66297 -5.60390 0.21034
H -0.13181 -3.51417 1.11696
H -1.42800 -4.72948 1.01929
H -2.14208 -2.49509 0.10636
H -2.20430 -3.75339 -1.13098
H -0.16329 -1.70973 -0.77455
H 0.97788 -2.56251 -2.66430
H -0.28114 -3.77498 -2.84789
H 1.71735 -3.58216 -0.52779
H 1.71623 -4.81660 -1.80803
S -0.22594 2.67153 -4.73802
C 0.83963 3.56509 -3.75384
C 1.11934 2.86402 -2.62977
N 0.49491 1.63260 -2.53479
C -0.24056 1.41694 -3.59995
H 1.21169 4.53156 -4.05559
H 1.80343 3.18423 -1.85376
H -0.82696 0.52073 -3.74875
I -3.34833 0.22280 -1.52058
C -3.23564 2.26661 -1.06028
C -4.38542 3.03404 -1.00522
C -4.23987 4.39029 -0.76590
C -2.96948 4.92436 -0.60745
C -1.88784 4.07304 -0.66688
N -2.00789 2.74913 -0.88780
H -5.35799 2.58658 -1.15099
H -5.11509 5.02515 -0.70831
H -2.82055 5.98198 -0.44038
H -0.87994 4.44519 -0.53289
*
```

Calculated values
- HOMO level (eV) = -12.394
- LUMO (Ha) = -0.1848
- relative energy (zero: lowest compared OMol25 entry of this formula, charge and spin) (kcal per mole) = 23.8
- orbital gap (eV) = 7.4


2.
C23H38As3CaF5O2S3Sb | ωB97M-V/def2-TZVPD

Geometry as ORCA input:
```
! RIJCOSX wB97M-V def2-TZVPD def2/J DEFGRID3
* xyz -2 2
Ca 1.00879 0.03789 1.72493
S -0.65078 -4.78213 4.08466
Sb -0.27149 -2.50853 3.88649
S -1.20198 -1.71770 1.92206
S 1.97793 -1.66858 3.83034
C 3.90168 -2.55080 0.44695
As 2.03140 -2.47652 0.26088
C 1.63940 -4.20582 1.11425
C 1.94837 -3.00129 -1.72012
C 0.57482 -2.76259 -2.41246
C -0.61500 -3.33986 -1.58245
C 0.17670 -1.26593 -2.66752
As -0.32782 -0.10581 -1.14067
C -0.74267 1.49899 -2.29359
C -2.23676 -0.60578 -1.03670
C 0.63324 -3.53751 -3.72167
As 1.83127 -3.17830 -5.31125
C 0.70375 -1.74573 -6.16633
C 3.14838 -1.82058 -4.68182
H 4.31228 -3.54427 0.15620
H 4.07071 -2.43829 1.53015
H 4.44578 -1.66535 0.00100
H 2.09494 -5.02182 0.54286
H 0.51201 -4.29777 1.00603
H 1.88696 -4.25025 2.17612
H 2.21546 -4.04462 -1.89494
H 2.71206 -2.35560 -2.21306
H -0.65486 -2.93040 -0.55532
H -0.50982 -4.41527 -1.40652
H -1.52845 -3.20292 -2.07582
H -0.71584 -1.32026 -3.31382
H 1.02843 -0.65086 -3.13186
H -1.01836 1.29161 -3.35768
H 0.06363 2.20010 -2.35207
H -1.51356 2.01337 -1.72418
H -2.52793 -1.00083 -2.03164
H -2.86213 0.22111 -0.67333
H -2.42096 -1.41870 -0.34418
H -0.38798 -3.30769 -4.12090
H 0.66013 -4.62984 -3.55439
H -0.30826 -2.11836 -6.36321
H 1.19374 -1.16686 -7.08280
H 0.60342 -1.07074 -5.36219
H 3.85541 -2.12307 -3.98349
H 2.68550 -0.88499 -4.28699
H 3.64678 -1.58047 -5.59586
F 2.47872 2.39118 -0.19624
C 2.99347 1.09138 0.14143
F 3.21804 0.48937 -1.10981
C 4.40290 1.45648 0.56726
F 5.28995 1.83841 -0.33136
F 4.41033 2.35939 1.53252
F 5.01823 0.32972 1.09269
C -3.99771 5.14584 5.78607
C -3.56687 4.39885 4.51469
C -2.70843 5.03279 3.67574
C -2.08810 4.46576 2.55481
C -1.20420 5.28560 1.64949
C -2.24552 3.11495 2.42793
C -3.27120 2.47766 3.14618
C -3.53786 1.02917 2.76656
C -3.85247 3.11131 4.22371
C -1.34133 2.29550 1.43211
O -1.80012 2.00704 0.33057
O -0.26532 1.95412 1.96770
H -4.68275 5.92842 5.57871
H -3.08827 5.53479 6.33517
H -4.58400 4.50467 6.53137
H -2.40186 6.03231 3.91403
H -1.40424 5.01671 0.58391
H -0.15139 5.39959 1.80284
H -1.54116 6.30620 1.75048
H -3.91416 0.90827 1.73573
H -4.12016 0.55309 3.55892
H -2.59168 0.47819 2.73669
H -4.52115 2.51288 4.77605
*
```

Calculated values
- HOMO level (spin up / spin down) (eV) = -1.739 / -2.555
- LUMO (spin up / spin down) (Ha) = 0.1577 / 0.1394
- orbital gap (spin up / spin down) (eV) = 6.0 / 6.3